# 1
{
  "formula": "C10H11ClN2",
  "method": "wB97M-V/def2-TZVPD",
  "lumo_ev": 0.64,
  "spin_multiplicity": 1,
  "energy_ev": -26047.71449,
  "homo_energy_ev": -8.0,
  "symbols": ["C", "C", "C", "C", "C", "C", "C", "C", "C", "C", "N", "N", "Cl", "H", "H", "H", "H", "H", "H", "H", "H", "H", "H", "H"],
  "positions_angstrom": [[-3.2979, -0.6776, 0.5926], [-1.9221, -1.0170, 0.4939], [-3.4084, 0.6980, 0.7468], [-1.2869, 0.2068, 0.5224], [2.0140, -0.8322, -0.8294], [2.1028, -0.5119, 1.6183], [1.1784, 0.2138, -0.9565], [2.6857, -1.2920, 0.4703], [0.6563, 0.7798, 0.3426], [0.6607, 0.6810, -2.2749], [1.2509, 0.4419, 1.5038], [-2.1821, 1.2073, 0.7770], [0.5626, 2.5810, 0.3105], [-4.1168, -1.2391, 0.4847], [-1.5888, -1.9836, 0.3570], [-4.2703, 1.2677, 1.0518], [2.4216, -1.1240, -1.7632], [2.5515, -0.7438, 2.6644], [2.5320, -2.3610, 0.5546], [3.7852, -1.0408, 0.4871], [0.8665, 1.7024, -2.5620], [-0.4432, 0.6570, -2.3126], [1.1814, 0.1635, -3.1675], [-1.9330, 2.2226, 0.8883]],
  "lowdin_charge": [-0.0969, -0.0591, -0.1554, -0.1066, -0.0344, -0.1163, -0.3094, -0.1388, -0.6607, -0.0775, 0.0055, -0.0011, 0.6624, 0.0470, 0.0708, 0.1085, 0.0914, 0.1404, 0.1055, 0.1339, 0.0559, 0.0890, 0.1104, 0.1356]
}

# 2
{
  "formula": "C5H12NO",
  "method": "wB97M-V/def2-TZVPD",
  "lumo_ev": 3.96,
  "spin_multiplicity": 1,
  "total_charge": -1,
  "energy_ev": -8916.28463,
  "homo_energy_ev": -2.6,
  "symbols": ["N", "C", "O", "H", "H", "H", "H", "C", "C", "C", "C", "H", "H", "H", "H", "H", "H", "H", "H"],
  "positions_angstrom": [[-1.6379, -1.5784, -1.8187], [-0.2785, -1.9391, -1.2615], [0.7155, -1.1751, -1.7050], [-1.5106, -0.6727, -2.2616], [-1.9252, -2.2313, -2.5362], [-0.4263, -1.8549, -0.1467], [-0.1578, -3.0344, -1.4641], [1.8528, 0.1859, 0.8078], [0.7025, 1.0331, 0.2759], [-0.4460, 1.1019, 1.2283], [-1.1092, 2.1981, 1.5822], [1.4731, -0.8048, 1.0652], [2.6404, 0.0463, 0.0731], [2.2676, 0.6333, 1.7191], [0.3513, 0.5652, -0.6595], [1.0483, 2.0557, 0.0747], [-0.8518, 0.1310, 1.5088], [-1.9885, 2.1666, 2.2144], [-0.7196, 3.1736, 1.3040]],
  "lowdin_charge": [-0.0481, -0.6190, -0.3437, 0.0252, 0.0056, 0.0549, 0.0659, -0.1311, -0.2818, -0.2108, -0.0412, 0.0597, 0.0630, 0.0585, 0.0808, 0.0991, 0.0949, 0.0300, 0.0379]
}

# 3
{
  "formula": "C4H11NOP",
  "method": "wB97M-V/def2-TZVPD",
  "lumo_ev": [-5.16, -5.16],
  "spin_multiplicity": 1,
  "total_charge": 1,
  "energy_ev": -17142.00569,
  "homo_energy_ev": [-12.8, -12.8],
  "symbols": ["C", "C", "C", "C", "N", "O", "P", "H", "H", "H", "H", "H", "H", "H", "H", "H", "H", "H"],
  "positions_angstrom": [[-1.0850, 0.5695, -2.0128], [2.8910, 0.9512, 0.8047], [-0.4602, -1.8266, 0.8994], [-0.2796, -0.2265, -0.9924], [-1.1748, -0.7952, 0.0729], [1.8294, 1.3431, -1.6847], [1.2437, 0.7527, -0.4564], [-0.7231, 0.6122, -2.9835], [-1.4074, 1.5674, -1.7500], [-2.0231, 0.1349, -2.1585], [3.3666, 1.8504, 0.4584], [3.4098, 0.0469, 0.6174], [2.4734, 0.9683, 1.7058], [0.5670, -1.8157, 0.7410], [-0.5303, -1.5212, 1.9637], [-1.1685, -2.6833, 0.7576], [-1.8610, -1.1839, -0.5049], [-1.5107, 0.0222, 0.6527]],
  "lowdin_charge": [-0.1140, -0.0319, 0.0065, -0.3309, -0.0501, -0.3639, 0.9804, 0.0674, 0.0928, 0.0625, 0.0548, 0.0314, -0.0341, 0.0569, 0.1117, 0.1319, 0.1299, 0.1986]
}

# 4
{
  "formula": "C3H4ClFS",
  "method": "wB97M-V/def2-TZVPD",
  "lumo_ev": 0.65,
  "smiles": "F[C@@H]1[C@@H](S)[C@H]1Cl",
  "spin_multiplicity": 1,
  "energy_ev": -29248.76573,
  "homo_energy_ev": -9.7,
  "symbols": ["F", "C", "C", "S", "C", "Cl", "H", "H", "H", "H"],
  "positions_angstrom": [[0.5902, -1.9395, 1.2603], [-0.0573, -0.9981, 0.4184], [0.5492, 0.2636, -0.2850], [0.7443, 0.2203, -2.0299], [-0.5761, 0.3992, 0.7002], [-2.2023, 0.9274, 0.1570], [-0.8972, -1.5615, -0.1518], [1.4254, 0.4254, 0.4409], [0.7872, 1.5712, -2.2970], [-0.3634, 0.6920, 1.7869]],
  "lowdin_charge": [-0.0291, -0.3100, -0.6708, 0.7618, -0.6578, 0.5803, 0.1623, 0.1378, -0.1110, 0.1365]
}

# 5
{
  "formula": "C39H31N11Ti",
  "method": "wB97M-V/def2-TZVPD",
  "lumo_ev": [-0.71, -0.71],
  "spin_multiplicity": 1,
  "energy_ev": -80457.51056,
  "homo_energy_ev": [-6.4, -6.4],
  "symbols": ["Ti", "C", "C", "C", "C", "C", "C", "N", "C", "C", "C", "C", "C", "C", "N", "N", "C", "C", "C", "C", "C", "N", "H", "H", "H", "H", "H", "H", "H", "H", "H", "H", "H", "H", "H", "C", "C", "C", "C", "N", "C", "N", "C", "N", "C", "N", "C", "C", "C", "C", "C", "N", "C", "C", "C", "C", "C", "C", "H", "H", "H", "H", "H", "H", "H", "H", "H", "H", "H", "H", "C", "C", "N", "C", "C", "N", "H", "H", "H", "H", "H", "H"],
  "positions_angstrom": [[-0.7933, -0.0743, 0.6027], [2.9169, 3.6320, -0.8544], [2.5367, 3.8997, 0.4557], [1.8986, 2.9380, 1.2196], [1.6351, 1.6706, 0.6864], [2.0326, 1.4049, -0.6254], [2.6573, 2.3797, -1.3894], [0.8797, 0.7128, 1.3809], [1.0073, 0.5858, 2.7645], [2.1509, 0.8210, 3.5216], [2.1269, 0.5785, 4.8899], [0.9801, 0.0948, 5.5090], [-0.1656, -0.1544, 4.7643], [-0.1452, 0.0983, 3.3991], [-1.2015, -0.1273, 2.5040], [-2.3890, -0.4292, 3.0861], [-3.2892, -0.5557, 2.1237], [-4.6670, -0.7923, 2.4120], [-5.5605, -0.8718, 1.3957], [-5.1205, -0.7132, 0.0546], [-3.7982, -0.4860, -0.1668], [-2.8751, -0.4095, 0.8291], [3.4068, 4.3930, -1.4477], [2.7247, 4.8770, 0.8839], [1.5831, 3.1645, 2.2301], [1.8388, 0.4210, -1.0327], [2.9416, 2.1554, -2.4106], [3.0510, 1.1829, 3.0413], [3.0183, 0.7643, 5.4760], [0.9777, -0.0920, 6.5750], [-1.0729, -0.5277, 5.2166], [-4.9526, -0.8929, 3.4495], [-6.6085, -1.0471, 1.6031], [-5.8076, -0.7656, -0.7768], [-3.4092, -0.3527, -1.1686], [-1.6832, 4.0990, 1.4064], [-1.3385, 4.8298, 0.2722], [-1.0508, 4.1573, -0.8896], [-1.0852, 2.7552, -0.9061], [-1.3620, 2.0549, 0.2024], [-1.6808, 2.7272, 1.3269], [-0.8763, 2.1690, -2.1391], [-0.8225, 0.9056, -2.3479], [-0.8366, -0.1722, -1.4735], [-0.7793, -1.3347, -2.2316], [-0.7595, -2.5683, -1.8933], [-0.7184, -3.0613, -0.6034], [-0.7161, -4.4585, -0.5170], [-0.5876, -5.0727, 0.7053], [-0.4638, -4.2795, 1.8377], [-0.5063, -2.9125, 1.6869], [-0.6435, -2.2961, 0.4963], [-0.7130, -0.9739, -3.6653], [-0.6317, -1.7605, -4.8004], [-0.5536, -1.1009, -6.0200], [-0.5583, 0.2942, -6.0898], [-0.6440, 1.0718, -4.9422], [-0.7190, 0.4012, -3.7347], [-1.9445, 4.5768, 2.3397], [-1.3089, 5.9115, 0.2976], [-0.8026, 4.6659, -1.8090], [-1.9280, 2.1141, 2.1825], [-0.7944, -5.0177, -1.4370], [-0.5770, -6.1527, 0.7765], [-0.3492, -4.6982, 2.8270], [-0.4341, -2.2681, 2.5497], [-0.6291, -2.8398, -4.7304], [-0.4879, -1.6749, -6.9355], [-0.4953, 0.7746, -7.0578], [-0.6504, 2.1525, -4.9788], [2.8795, -1.9509, -2.6090], [3.1935, -1.8101, -1.1600], [2.3554, -2.0050, -0.1714], [3.0649, -1.7596, 0.9814], [4.3426, -1.4027, 0.6831], [4.4159, -1.4419, -0.6917], [1.8067, -2.0918, -2.7224], [3.3795, -2.8176, -3.0460], [3.1788, -1.0650, -3.1730], [2.6108, -1.8219, 1.9572], [5.1790, -1.1215, 1.2977], [5.2165, -1.2128, -1.2525]],
  "lowdin_charge": [1.0641, -0.1010, -0.0862, -0.0353, -0.2875, -0.0464, -0.0816, -0.0432, -0.2572, -0.0415, -0.0985, -0.1028, -0.0271, -0.2392, -0.1964, 0.0619, -0.3680, -0.0213, -0.0862, -0.0867, -0.1366, -0.0135, 0.0962, 0.1022, 0.1163, 0.0839, 0.1018, 0.1119, 0.0968, 0.0952, 0.0992, 0.1074, 0.1015, 0.0947, 0.1012, -0.0489, -0.0542, -0.0005, -0.3054, 0.0578, -0.1023, 0.1825, -0.2886, 0.0355, -0.3008, 0.1767, -0.3131, -0.0018, -0.0524, -0.0457, -0.1055, 0.0548, -0.1161, -0.0071, -0.0713, -0.0709, -0.0026, -0.1030, 0.1082, 0.1103, 0.1145, 0.1071, 0.1121, 0.1098, 0.1087, 0.0987, 0.1148, 0.1023, 0.1023, 0.1142, -0.0023, -0.4221, 0.1093, -0.1514, -0.0944, 0.0938, 0.0563, 0.0811, 0.0799, 0.0959, 0.1043, 0.1512]
}

# 6
{
  "formula": "C20H65NO15P2",
  "method": "wB97M-V/def2-TZVPD",
  "lumo_ev": 0.32,
  "spin_multiplicity": 1,
  "energy_ev": -72572.94500,
  "homo_energy_ev": -9.7,
  "symbols": ["N", "P", "O", "P", "O", "O", "O", "O", "H", "H", "H", "H", "H", "C", "C", "O", "H", "H", "H", "H", "H", "H", "C", "C", "O", "H", "H", "H", "H", "H", "H", "C", "C", "O", "H", "H", "H", "H", "H", "H", "C", "C", "O", "H", "H", "H", "H", "H", "H", "C", "C", "O", "H", "H", "H", "H", "H", "H", "C", "C", "O", "H", "H", "H", "H", "H", "H", "C", "C", "O", "H", "H", "H", "H", "H", "H", "C", "C", "O", "H", "H", "H", "H", "H", "H", "C", "C", "O", "H", "H", "H", "H", "H", "H", "C", "C", "O", "H", "H", "H", "H", "H", "H"],
  "positions_angstrom": [[-0.9442, -1.8563, -1.4508], [-0.4998, -1.5726, 0.0048], [-0.2730, -0.0071, 0.4189], [0.9068, 0.8990, -0.1916], [0.5508, 2.3077, -0.2149], [2.1603, 0.4631, 0.6539], [1.2532, 0.1583, -1.5804], [0.3140, 0.6586, -2.5560], [-1.8503, -2.3016, -1.5206], [0.7636, -2.0828, 0.3301], [-1.3478, -1.9845, 1.0356], [2.9538, 0.2771, 0.1206], [-0.1115, -0.1832, -2.8324], [6.8282, -0.5915, 0.9801], [5.3240, -0.4652, 0.8966], [4.8935, 0.1496, -0.3286], [7.2965, 0.3892, 0.8858], [7.1216, -1.0435, 1.9262], [7.2107, -1.2224, 0.1733], [4.9414, 0.1739, 1.6915], [4.8548, -1.4497, 0.9993], [5.2068, -0.3909, -1.0610], [0.1625, -2.7061, -6.5028], [-0.1479, -1.4372, -5.7358], [-0.5132, -1.7236, -4.3784], [-0.6957, -3.3785, -6.4856], [0.4101, -2.4789, -7.5395], [1.0058, -3.2336, -6.0486], [-0.9992, -0.9202, -6.1743], [0.7102, -0.7578, -5.7485], [0.2303, -2.1772, -3.9634], [-1.4544, 5.5442, 0.6403], [-2.4464, 4.4056, 0.7962], [-2.1775, 3.3460, -0.1063], [-1.4865, 5.9310, -0.3786], [-1.6758, 6.3586, 1.3331], [-0.4386, 5.1929, 0.8314], [-3.4605, 4.7511, 0.5910], [-2.4237, 4.0268, 1.8275], [-1.2860, 3.0195, 0.0794], [-4.2749, 0.9254, -2.8086], [-5.4988, 1.2982, -1.9954], [-5.2739, 1.1407, -0.5991], [-3.9803, -0.1057, -2.6071], [-4.4548, 1.0312, -3.8801], [-3.4339, 1.5682, -2.5373], [-6.3425, 0.6517, -2.2376], [-5.7940, 2.3314, -2.2112], [-4.5319, 1.7102, -0.3596], [-3.5958, -3.6235, -5.1601], [-3.2008, -4.4085, -3.9227], [-1.7927, -4.5513, -3.8012], [-3.2089, -4.1108, -6.0563], [-4.6814, -3.5479, -5.2449], [-3.1820, -2.6136, -5.1183], [-3.6016, -5.4217, -3.9639], [-3.6093, -3.9252, -3.0265], [-1.4216, -3.6621, -3.7480], [-0.7365, -2.1625, 5.4236], [-0.7377, -2.5933, 3.9706], [-1.9422, -2.2296, 3.2990], [-1.5855, -2.6002, 5.9489], [0.1829, -2.4755, 5.9202], [-0.8124, -1.0756, 5.5055], [-0.6739, -3.6779, 3.8873], [0.1275, -2.1633, 3.4509], [-2.0302, -1.2719, 3.3521], [-3.3844, 4.0284, 5.2251], [-1.9400, 3.5689, 5.2622], [-1.8342, 2.1467, 5.2226], [-3.9379, 3.5990, 6.0606], [-3.4543, 5.1156, 5.2790], [-3.8662, 3.6994, 4.3013], [-1.4623, 3.8804, 6.1916], [-1.3732, 3.9993, 4.4298], [-2.2372, 1.8468, 4.4019], [6.5696, -5.1145, 3.8446], [7.3686, -4.3633, 2.7978], [7.5337, -2.9867, 3.1261], [5.5881, -4.6577, 3.9747], [6.4347, -6.1577, 3.5560], [7.0804, -5.0938, 4.8100], [6.8521, -4.3747, 1.8381], [8.3472, -4.8345, 2.6582], [8.0027, -2.9324, 3.9647], [-2.0976, 1.5936, -9.3804], [-0.8884, 0.6847, -9.2781], [-1.2362, -0.6358, -8.8715], [-2.6206, 1.6396, -8.4248], [-1.8016, 2.6040, -9.6656], [-2.7991, 1.2214, -10.1308], [-0.1958, 1.0508, -8.5204], [-0.3556, 0.6538, -10.2345], [-1.8396, -1.0027, -9.5249], [1.1063, 3.3707, 9.0726], [1.7200, 4.0835, 7.8813], [2.1275, 3.1660, 6.8739], [1.8192, 2.6619, 9.4947], [0.8151, 4.0794, 9.8496], [0.2166, 2.8122, 8.7712], [2.6100, 4.6332, 8.1859], [1.0105, 4.8069, 7.4629], [1.3414, 2.6829, 6.5968]],
  "lowdin_charge": [-0.2224, 0.6968, -0.3616, 0.3389, -0.2068, -0.0845, -0.2312, -0.0298, -0.0094, 0.0232, 0.0159, 0.0551, 0.0535, -0.0826, -0.3053, -0.0934, 0.0802, 0.0527, 0.0786, 0.1177, 0.1134, 0.0940, -0.0777, -0.2925, -0.1329, 0.0659, 0.0674, 0.0775, 0.1023, 0.1140, 0.0775, -0.0863, -0.3265, -0.0940, 0.0761, 0.0703, 0.0726, 0.1096, 0.0930, 0.0285, -0.0888, -0.3271, -0.0879, 0.0663, 0.0713, 0.0708, 0.1079, 0.1069, 0.0652, -0.0884, -0.3221, -0.0935, 0.0718, 0.0718, 0.0650, 0.1091, 0.1025, 0.0320, -0.0844, -0.3259, -0.1103, 0.0780, 0.0758, 0.0692, 0.1131, 0.1025, 0.0762, -0.0881, -0.3241, -0.0918, 0.0766, 0.0758, 0.0692, 0.1021, 0.1051, 0.0725, -0.0924, -0.3180, -0.0964, 0.0751, 0.0745, 0.0726, 0.1106, 0.1092, 0.0855, -0.0916, -0.3187, -0.0912, 0.0754, 0.0743, 0.0719, 0.1108, 0.1081, 0.0836, -0.0942, -0.3309, -0.0814, 0.0748, 0.0726, 0.0692, 0.1100, 0.1022, 0.0733]
}